Record 1
Computed, not measured: a structure of composition C2H5O2Sn at a distorted geometry, with ωB97M-V with the def2-TZVPD basis set.

```
10
Properties=species:S:1:pos:R:3:forces:R:3:mulliken_charge:R:1
C 0.87569 0.45864 3.07089 -0.33 0.34 0.32 -0.28
C -0.41281 -0.35124 3.14696 0.15 -0.36 1.17 -0.34
O -1.25185 -0.03056 2.09257 -1.78 0.17 5.04 -0.49
Sn -0.63910 -0.06730 0.38167 1.63 -0.22 -5.49 0.17
H 0.64610 1.51774 3.27668 0.16 -0.37 0.10 0.31
H 1.64153 0.07275 3.75782 -0.23 0.17 -0.12 0.26
H -0.89640 -0.11960 4.11655 0.12 -0.08 -0.37 0.31
H -0.14485 -1.42766 3.19052 -0.19 0.25 -0.28 0.27
O 1.35509 0.36018 1.72447 0.30 0.22 -0.27 -0.56
H 1.63521 1.24122 1.45337 0.17 -0.13 -0.11 0.36
```
Forces are in eV/Å.

As for the spin multiplicity: 2. The calculation puts the energy above the lowest of the compared OMol25 structures with the same formula, charge and spin at 0.0 kJ/mol. The value obtained for the HOMO-LUMO gap (alpha / beta) is 5.83 / 9.75 eV.

Record 2
Computed, not measured: the molecule C3H6N4O at a distorted geometry, with ωB97M-V with the def2-TZVPD basis set.

```
14
Properties=species:S:1:pos:R:3:forces:R:3:mulliken_charge:R:1
C 1.76302 -0.43393 -0.43205 1.73 -1.64 1.67 0.10
C -0.28645 0.57647 0.23322 0.26 -1.06 -0.60 0.38
C -2.59029 -0.23788 -0.04972 -1.51 -1.42 -1.25 0.04
H 3.22425 -1.31975 0.64093 -0.69 0.60 0.01 0.25
H 1.39247 -0.36936 -1.42998 -0.60 0.35 -0.64 0.40
H 1.58016 0.90565 1.07008 -0.90 -0.93 -0.37 0.33
H 0.16399 2.39232 -0.48943 -1.40 -1.98 0.75 0.24
H -0.95312 -1.36552 0.65688 -0.68 1.14 -0.54 0.27
H -2.90884 0.80475 -0.33884 0.75 -0.81 0.60 0.34
N 2.82874 -1.10995 -0.27938 -0.21 0.23 -0.83 -0.60
N 1.01649 0.14116 0.63387 0.29 0.94 0.32 -0.43
N -0.59522 1.64224 -0.32363 0.78 3.40 -0.83 -0.64
N -1.25702 -0.44677 0.26942 0.87 -0.33 1.09 -0.14
O -3.37819 -1.17946 -0.16137 1.31 1.51 0.62 -0.54
```
Forces are in eV/Å.

The calculation puts the energy above the lowest of the compared OMol25 structures with the same formula, charge and spin at 142.4 kJ/mol. The value obtained for the HOMO-LUMO gap is 10.61 eV. As for the SMILES: [H]/N=C\N/C(=N\[H])NC=O.

Record 3
Computed, not measured: a structure of composition C11H15ClMoN2O2S at a distorted geometry, with ωB97M-V with the def2-TZVPD basis set.

```
33
Properties=species:S:1:pos:R:3:forces:R:3:mulliken_charge:R:1
Cl -0.32946 -1.79926 -3.07309 0.17 0.71 1.34 -0.35
C -1.16455 2.03112 -0.19014 -0.55 -0.26 1.31 -0.74
C -1.28520 1.83905 1.26614 -0.76 -0.20 -0.82 -0.47
C -2.03133 0.60964 1.47099 0.31 0.57 -0.61 -0.62
H -0.86834 2.49148 2.03612 -0.35 -0.15 -0.31 0.53
C -2.34159 0.06224 0.14589 -0.62 0.45 1.14 0.86
C -1.88466 0.97296 -0.84732 0.69 -0.18 0.15 0.13
H -2.01710 0.81740 -1.94220 0.28 0.15 0.99 0.47
H -0.70766 2.88866 -0.67786 -0.02 -0.21 0.14 0.52
H -2.29142 0.14440 2.43670 0.05 0.39 -0.62 0.44
C -3.16902 -1.15309 -0.10403 -0.04 -0.99 -0.45 -1.36
Mo -0.00607 0.17001 0.56513 -1.93 -0.96 -4.43 0.18
C 0.13832 -1.99574 0.22376 0.73 -1.75 0.33 0.35
O 0.45811 -3.07267 0.36923 -0.77 1.56 -0.54 -0.07
C 1.19851 0.57245 -1.14799 5.11 1.29 -3.30 0.39
O 2.08513 0.86631 -1.85656 -4.55 -1.37 3.14 -0.15
H -2.88030 -2.00698 0.54704 -0.23 0.60 -0.30 0.31
H -3.03647 -1.48332 -1.15657 -0.14 0.17 0.62 0.36
H -4.24698 -0.95815 0.07208 0.63 0.08 -0.07 0.36
C 4.74722 -1.56639 1.83705 -0.46 -0.21 -0.49 -1.05
N 3.31514 -1.27446 1.54769 -0.85 0.31 0.79 -0.17
C 2.75986 -0.07126 1.70386 2.10 1.00 -0.23 0.74
S 1.15220 0.09005 2.41120 1.22 0.14 1.97 -0.29
N 3.43199 1.08161 1.43969 -1.99 -1.45 0.14 -0.18
C 4.56282 1.19992 0.51807 0.37 0.13 -0.30 -1.05
H 5.26672 -0.64678 2.03310 0.20 0.18 0.15 0.44
H 5.16329 -2.07026 0.97816 0.30 -0.11 -0.15 0.38
H 4.79287 -2.21636 2.70132 -0.02 -0.07 0.16 0.34
H 2.67037 -2.05646 1.71003 0.51 0.41 -0.04 0.28
H 2.87481 1.92415 1.61648 0.60 -0.39 0.05 0.28
H 4.29484 1.90871 -0.27996 0.12 -0.24 0.31 0.33
H 5.42148 1.58539 1.07075 0.04 -0.07 -0.22 0.37
H 4.80249 0.22564 0.06820 -0.15 0.48 0.17 0.45
```
Forces are in eV/Å.

As for the spin multiplicity: 3. Its charge is +2. The calculation puts the energy above the lowest of the compared OMol25 structures with the same formula, charge and spin at 250.5 kJ/mol. The value obtained for the HOMO-LUMO gap (alpha / beta) is 3.51 / 4.81 eV.

Question: Look up the energy above the lowest of the compared OMol25 structures with the same formula, charge and spin of the second one.
Answer: 142.4 kJ/mol